# C2H10N4O

One molecule with the formula C2H10N4O (ωB97M-V/def2-TZVPD, the OMol25 dataset).

XYZ file:
```
17
Properties=species:S:1:pos:R:3:mulliken_charge:R:1
C -1.13 1.57 -0.08 -0.835
N -1.24 0.13 0.12 -0.395
H -1.82 -0.07 0.93 0.253
H 0.09 -0.42 -1.77 0.379
H -2.13 1.99 -0.11 0.370
H -0.55 2.07 0.71 0.293
H -0.65 1.76 -1.04 0.229
C 0.01 -0.58 0.25 0.516
N 1.85 0.28 -1.16 -0.644
N -0.33 -1.93 0.66 -0.781
O 0.86 -0.04 1.23 -0.574
N 0.74 -0.59 -1.01 -0.206
H 0.63 -0.45 2.07 0.351
H 1.66 1.20 -0.75 0.275
H 2.62 -0.12 -0.63 0.270
H 0.48 -2.52 0.53 0.265
H -1.07 -2.28 0.06 0.234
```

Its orbital gap is 9.98 eV. The HOMO energy is -9.12 eV. For the strongest force on any atom, the calculation gives 0.61 eV/A. For the total energy, the calculation gives -10243.350 eV. For the energy above the lowest of the compared OMol25 structures with the same formula, charge and spin, the calculation gives 40.97 kcal/mol. The structure (SMILES) is CN[C@](N)(O)NN.